No. 1
{
  "formula": "C17H60N12O13",
  "method": "the ωB97M-V functional and the def2-TZVPD basis",
  "orbital_gap_ev": 7.7,
  "de_lowest_kj_mol": 887.2,
  "homo_ev": -7.953,
  "elements": ["C", "C", "O", "H", "H", "H", "H", "H", "H", "C", "C", "O", "H", "H", "H", "H", "H", "H", "C", "C", "O", "H", "H", "H", "H", "H", "H", "C", "C", "O", "H", "H", "H", "H", "H", "H", "C", "O", "N", "N", "H", "H", "H", "H", "C", "O", "N", "N", "H", "H", "H", "H", "C", "O", "N", "N", "H", "H", "H", "H", "C", "O", "N", "N", "H", "H", "H", "H", "C", "O", "N", "N", "H", "H", "H", "H", "C", "O", "N", "N", "H", "H", "H", "H", "C", "O", "H", "H", "H", "H", "C", "O", "H", "H", "H", "H", "C", "O", "H", "H", "H", "H"],
  "coordinates": [[14.527067, 15.072932, 9.772955], [15.996173, 14.694109, 9.798140], [16.751544, 15.869906, 9.779264], [14.245208, 15.210096, 8.721024], [14.352000, 15.943845, 10.454536], [13.950670, 14.302285, 10.182111], [16.275208, 14.089466, 8.939630], [16.234520, 14.095609, 10.738139], [17.626840, 15.571302, 9.594388], [13.957233, 17.667535, 14.574702], [14.644295, 18.466842, 13.488091], [14.783128, 17.651395, 12.322258], [14.508492, 16.790281, 14.702686], [12.955326, 17.539540, 14.225231], [13.855846, 18.174019, 15.514493], [15.626931, 18.828917, 13.774479], [14.019226, 19.341809, 13.344490], [14.130172, 17.994400, 11.685691], [18.969070, 17.302609, 7.414535], [20.209393, 17.047174, 8.298733], [20.803977, 15.800588, 8.049570], [18.174382, 16.518437, 7.574921], [19.129675, 17.344204, 6.354309], [18.429616, 18.141439, 7.653240], [19.847414, 17.162528, 9.378505], [20.802980, 17.892972, 8.105639], [21.704733, 15.710632, 8.416689], [21.827676, 20.497428, 9.588074], [21.925153, 19.374264, 10.544015], [22.926353, 18.554021, 9.964785], [21.452697, 20.182532, 8.638685], [22.761181, 20.919943, 9.416628], [21.200242, 21.300328, 9.977771], [20.939337, 18.985404, 10.793134], [22.253670, 19.705268, 11.487412], [22.699860, 18.478426, 9.030237], [14.004546, 22.129078, 12.766001], [13.866040, 23.276149, 13.629095], [13.094326, 21.647389, 12.026361], [15.090672, 21.549656, 12.482201], [12.135597, 21.950134, 12.178886], [13.080479, 20.669343, 11.701435], [15.900529, 21.703658, 13.035535], [15.184759, 20.831693, 11.755424], [15.397047, 17.631607, 7.153178], [15.690296, 16.421976, 6.549520], [14.983993, 18.663760, 6.421153], [15.523410, 17.888387, 8.418391], [15.779410, 19.035974, 5.709482], [14.435894, 18.178092, 5.737162], [15.895349, 17.143573, 9.006042], [15.448280, 18.788308, 8.913271], [20.365366, 19.618205, 14.026359], [20.966043, 20.203037, 15.138119], [20.109309, 18.352549, 13.955285], [20.026933, 20.355619, 12.991365], [20.508894, 17.645434, 14.716607], [19.981539, 17.989679, 13.020199], [20.456148, 21.269819, 12.983440], [19.477992, 20.015747, 12.170315], [14.376990, 20.991418, 9.074852], [14.963334, 19.974707, 9.908254], [14.226337, 20.886394, 7.778111], [13.817612, 22.053796, 9.545947], [14.671332, 20.054544, 7.208350], [13.771414, 21.716045, 7.238868], [13.734873, 21.949725, 10.609994], [13.380825, 22.774253, 9.051668], [19.422099, 23.049549, 11.242582], [20.572831, 22.936879, 12.036373], [19.517946, 23.492544, 10.015264], [18.245717, 22.687590, 11.599861], [20.426248, 23.880129, 9.789978], [18.799742, 23.600786, 9.379336], [18.171896, 22.288864, 12.527953], [17.446121, 22.841468, 11.032458], [21.854322, 15.641585, 11.738720], [20.662769, 16.387714, 11.693404], [22.977218, 16.102910, 11.274093], [21.825048, 14.363406, 11.970964], [23.098992, 17.112347, 10.997690], [23.857799, 15.548403, 11.351069], [20.961928, 13.879466, 12.284972], [22.634503, 13.818206, 12.381586], [17.547694, 15.846555, 12.699555], [16.787392, 14.962810, 13.500769], [18.147867, 15.268237, 11.998356], [18.386581, 16.252619, 13.299863], [17.035647, 16.611886, 12.149452], [15.949962, 14.946541, 13.118092], [17.927697, 18.980546, 10.856878], [18.758846, 19.995729, 10.431543], [18.510261, 18.197506, 11.422068], [17.391944, 18.465450, 10.070821], [17.200788, 19.357300, 11.588010], [18.190798, 20.764315, 10.347538], [17.767501, 21.357402, 7.616875], [17.626777, 21.834635, 6.282230], [18.709625, 21.610118, 8.114793], [17.646009, 20.260989, 7.722380], [17.036072, 21.870503, 8.218577], [18.394877, 21.531125, 5.759856]],
  "forces_ev_per_angstrom": [[0.8, 1.1, -0.3], [-0.6, -1.2, 1.4], [-0.1, 0.4, 0.2], [-0.2, 0.5, 0.4], [0.2, -0.4, -0.9], [-0.9, -1.4, 0.5], [-0.2, -0.2, -0.1], [-0.2, 0.6, -0.9], [1.3, 0.3, -0.2], [0.0, 1.3, -0.6], [-0.1, 0.0, 0.7], [-0.7, 0.8, -0.5], [0.5, -1.7, 0.3], [-0.7, -0.8, -0.2], [0.3, 0.5, 0.5], [0.3, -0.1, 0.1], [0.0, 0.3, -0.6], [0.6, -0.4, 0.1], [-0.1, -3.7, 0.2], [-2.5, 0.4, 1.3], [0.4, -0.3, -0.3], [0.9, 0.3, -0.3], [0.5, -0.2, -0.6], [-0.8, 2.5, 1.0], [0.7, -0.4, -1.1], [1.6, 0.9, -0.2], [-0.8, 0.5, 0.0], [-1.9, 1.3, 0.8], [-0.3, 0.7, -0.6], [0.0, -1.3, 0.3], [-0.6, -0.4, -0.8], [1.9, 0.7, -0.2], [-0.2, -0.1, -0.1], [0.1, -1.1, -0.7], [1.0, 0.4, 1.2], [0.1, -0.2, 0.1], [0.3, 8.8, 7.2], [0.5, -6.4, -4.6], [-7.6, -2.4, -2.1], [5.7, -1.9, -0.2], [0.4, 0.3, 0.1], [0.5, 0.6, 0.5], [0.4, 0.3, 0.5], [-0.2, 0.1, 0.1], [3.5, -8.0, -0.7], [-1.7, 5.6, 3.0], [1.1, 3.8, -5.3], [0.8, -1.0, 1.2], [-1.8, -1.2, 2.4], [-1.0, 0.1, -0.8], [0.1, -0.1, -0.3], [-0.6, 0.2, -0.4], [3.7, 4.3, 6.7], [-2.7, -2.8, -5.2], [0.5, -5.1, 2.0], [-1.0, 0.7, -1.6], [-1.3, 2.6, -2.4], [0.2, -0.7, 0.2], [-0.3, 0.4, -0.4], [1.2, 0.6, 1.1], [1.5, -4.3, 1.0], [-2.5, 5.1, -2.9], [0.7, -0.4, -3.5], [0.8, 0.1, 5.4], [-1.3, 1.3, 0.8], [1.3, -2.3, 1.4], [-0.4, 1.5, -2.2], [-0.5, 0.8, -0.8], [7.9, -0.2, 3.6], [-5.9, 0.7, -3.9], [3.2, 1.1, -0.8], [-2.4, -1.6, 2.6], [-0.3, -0.1, -0.1], [-1.7, 0.2, -1.2], [-0.2, 0.1, -0.2], [-0.6, 0.2, -0.1], [-6.8, 4.7, -1.5], [5.5, -3.3, 0.5], [3.5, 1.9, -0.4], [-0.2, -5.5, 2.8], [-0.5, -1.2, 0.2], [-1.4, 0.7, -0.1], [0.7, 1.3, -0.5], [-1.0, 1.4, -1.1], [2.5, -0.6, 0.5], [1.5, 0.5, 0.9], [-0.2, -0.2, -0.5], [-0.9, 0.2, 0.1], [-0.6, 0.3, 0.1], [-2.3, -0.2, -0.8], [-0.5, -2.1, 1.8], [0.5, 0.8, -0.8], [-0.3, 0.7, -0.7], [0.0, 0.0, -0.3], [-0.2, -0.1, -0.1], [0.2, 0.3, -0.1], [0.4, -0.4, 0.2], [0.7, -0.4, 0.0], [0.3, 0.0, -0.5], [-0.1, 0.5, -0.2], [-0.7, 0.0, 0.1], [-0.6, 0.2, 0.4]]
}

No. 2
{
  "formula": "C17H60N4O13",
  "method": "the ωB97M-V functional and the def2-TZVPD basis",
  "orbital_gap_ev": 8.9,
  "de_lowest_kj_mol": 89.0,
  "homo_ev": -9.065,
  "elements": ["O", "H", "H", "O", "H", "H", "O", "H", "H", "O", "H", "H", "O", "H", "H", "O", "H", "H", "C", "O", "N", "N", "H", "H", "H", "H", "C", "O", "N", "N", "H", "H", "H", "H", "C", "C", "C", "O", "H", "H", "H", "H", "H", "H", "H", "H", "C", "C", "C", "O", "H", "H", "H", "H", "H", "H", "H", "H", "C", "C", "C", "O", "H", "H", "H", "H", "H", "H", "H", "H", "C", "C", "C", "O", "H", "H", "H", "H", "H", "H", "H", "H", "C", "C", "C", "O", "H", "H", "H", "H", "H", "H", "H", "H"],
  "coordinates": [[-1.641174, 2.852943, 0.635339], [-0.965654, 3.510123, 0.467959], [-1.965164, 3.059703, 1.511989], [-3.444954, -2.601247, 1.715849], [-2.544134, -2.329017, 1.890909], [-3.937854, -2.306507, 2.481619], [-2.120564, 3.236923, -2.184001], [-2.908454, 3.701333, -2.466471], [-1.940994, 3.579473, -1.308421], [-1.290134, -1.907227, 3.121089], [-0.432594, -1.648567, 3.458669], [-1.878674, -1.823207, 3.871289], [0.544506, 2.694513, -2.994091], [0.931456, 2.573143, -2.127041], [-0.353794, 2.974853, -2.818901], [-1.357814, -2.793617, -1.928921], [-0.891874, -2.478407, -1.154481], [-0.931814, -3.623337, -2.144141], [-0.255514, -0.476007, -0.022071], [0.293516, -1.519467, -0.261061], [-1.054664, -0.245347, 0.967769], [-0.197914, 0.525713, -0.825011], [-1.491234, 0.665383, 0.977109], [-1.172524, -0.886157, 1.739499], [0.192986, 0.311983, -1.731431], [-0.835504, 1.308793, -0.844331], [1.962286, 3.514883, 0.195489], [0.822346, 3.866563, 0.105769], [2.989566, 4.354823, 0.104539], [2.412706, 2.351423, 0.529329], [2.800766, 5.343703, 0.023539], [3.901326, 3.959853, 0.285659], [3.396206, 2.122793, 0.505639], [1.712986, 1.651623, 0.731239], [-6.649194, 2.222423, 1.284789], [-5.093364, 2.037213, 1.547519], [-4.680394, 0.561623, 1.724609], [-4.336834, 2.465583, 0.425819], [-6.891564, 3.285073, 1.272889], [-7.205874, 1.868943, 2.152689], [-7.046324, 1.719603, 0.402989], [-4.696094, 2.688373, 2.326159], [-4.789564, -0.033397, 0.817899], [-5.385754, 0.097483, 2.413909], [-3.780224, 0.476573, 2.333349], [-3.404604, 2.355553, 0.626909], [3.195616, 1.300343, 4.021049], [1.742206, 1.855783, 4.282469], [0.635446, 1.123313, 3.552699], [1.573306, 1.669183, 5.687269], [3.829576, 1.572893, 4.864789], [3.656816, 1.726153, 3.129929], [3.261086, 0.230633, 3.822219], [1.640656, 2.939463, 4.224059], [0.557046, 1.472433, 2.523099], [-0.303524, 1.290313, 4.080459], [0.769736, 0.050773, 3.412239], [2.255556, 2.149703, 6.161869], [3.530316, -2.368957, 2.256889], [2.795626, -3.619057, 2.656109], [1.482286, -3.896057, 1.791659], [3.710826, -4.668507, 2.293759], [3.875406, -2.473757, 1.228279], [4.291056, -1.988827, 2.938709], [2.818656, -1.543457, 2.242859], [2.596566, -3.802757, 3.711919], [0.748266, -3.185087, 2.170899], [1.023126, -4.859617, 2.012639], [1.788806, -3.844577, 0.746919], [4.488616, -4.600057, 2.852309], [3.458836, -0.281187, -3.588611], [3.404066, -1.151807, -2.300201], [2.377906, -2.220067, -2.432511], [4.707166, -1.622607, -2.026091], [4.075476, 0.607303, -3.452901], [2.469726, 0.137313, -3.774681], [3.847326, -0.848087, -4.434661], [3.089456, -0.538917, -1.455531], [2.133106, -2.756147, -1.515571], [2.618256, -2.928187, -3.225541], [1.441846, -1.828817, -2.831031], [5.113086, -1.995527, -2.812071], [-1.997534, -1.425157, -6.496241], [-1.560504, -1.692347, -5.069671], [-0.928924, -0.399907, -4.530581], [-2.757494, -1.957197, -4.285481], [-2.697234, -0.592337, -6.566461], [-2.317924, -2.312057, -7.042921], [-1.051424, -1.139857, -6.956231], [-0.992104, -2.620787, -5.014761], [0.032466, -0.178317, -4.993981], [-0.803794, -0.345537, -3.449161], [-1.513964, 0.456753, -4.865201], [-2.498794, -2.164237, -3.384471]],
  "forces_ev_per_angstrom": [[-0.5, -0.4, 0.3], [1.2, 0.2, -0.1], [0.0, 0.2, 0.4], [-0.5, -0.2, -0.3], [0.1, -0.2, -0.2], [-0.2, 0.0, 0.1], [0.3, -0.1, -0.2], [-0.3, 0.0, -0.2], [-0.2, 0.0, 0.3], [0.3, -0.2, 0.6], [0.4, 0.0, 0.1], [-0.3, -0.1, 0.3], [0.6, -0.3, -0.3], [0.1, 0.1, 0.2], [-0.6, 0.2, 0.0], [-0.6, -0.3, -0.7], [0.5, 0.3, 0.5], [0.0, -0.2, -0.1], [-0.9, -1.1, 0.2], [1.8, -2.5, 0.2], [-2.1, 0.7, 3.3], [1.4, 3.8, -4.4], [-0.1, -0.3, 0.4], [-0.1, 0.3, -0.4], [0.1, 0.2, 0.0], [-0.1, -0.2, 0.3], [1.6, 2.1, 0.5], [-3.0, 0.5, -0.4], [1.4, 2.0, -0.7], [-0.2, -4.6, 0.9], [0.4, -0.3, -0.1], [-0.1, 1.0, -0.1], [-0.5, -0.2, 0.1], [0.4, -0.3, -0.3], [1.4, 0.4, 1.0], [-0.2, -1.0, -1.3], [-1.7, 0.3, 1.8], [-0.7, 0.8, -1.1], [0.1, 0.1, -0.5], [0.1, -0.3, 0.1], [0.4, 0.0, -0.1], [-0.8, -0.3, 0.9], [0.7, 0.3, -0.1], [-0.4, -0.1, 0.2], [0.7, -0.1, -0.8], [-0.1, -0.1, -0.4], [-0.5, 1.0, -1.0], [1.7, -1.0, 1.1], [0.0, 0.3, -0.3], [-1.1, -0.8, 0.8], [0.0, -0.1, 0.0], [0.0, 0.3, -0.1], [-0.5, -0.1, 0.5], [0.3, 0.1, -1.2], [-0.2, 0.4, 0.1], [-0.1, 0.1, -0.1], [0.4, -0.1, 0.5], [0.0, 0.0, -0.1], [-1.4, 1.5, 0.2], [0.0, -2.0, -1.3], [1.6, 0.5, 1.8], [-0.1, -0.9, -0.1], [0.3, -0.1, 0.2], [0.4, -0.6, 0.0], [-0.3, 0.3, -0.2], [-0.3, 0.8, 0.2], [-0.1, 0.4, -0.9], [0.5, -0.2, 0.0], [-0.6, 0.4, 0.0], [0.1, 0.0, 0.0], [-0.4, 0.4, 1.1], [0.2, 1.0, -1.3], [-0.9, -1.0, -0.8], [0.4, -0.2, 0.9], [0.4, -0.2, 0.1], [-0.1, -0.3, -0.4], [-0.2, -0.1, -0.1], [0.3, 0.2, 0.1], [0.2, 0.1, 0.0], [0.6, -0.3, 0.1], [-0.2, 0.4, 0.4], [-0.2, 0.0, -0.2], [1.1, -0.3, -0.1], [-2.0, 0.5, 1.2], [0.6, 0.0, -0.5], [0.0, 0.2, -0.9], [-0.1, -0.2, 0.0], [-0.4, 0.0, 0.2], [-0.1, 0.3, -0.5], [0.7, 0.3, 0.0], [0.4, -0.3, 0.0], [-0.2, -0.3, -0.1], [-0.5, -0.1, 0.3], [0.3, -0.1, 0.3]]
}